# 1
Here is one molecule with the formula C5H9NO2 at a distorted geometry from OMol25. Energies are from wB97M-V/def2-TZVPD.

Its spin multiplicity is 1. The calculation puts the energy above the lowest of the compared OMol25 structures with the same formula, charge and spin at 442.1 kJ/mol. For the calculated total energy, the calculation gives -10911.9939 eV. As for the LUMO energy (alpha / beta): 0.550 / 0.401 eV. As for the net charge: 0. The HOMO energy (alpha / beta) is -7.417 / -7.997 eV.

```
17
Properties=species:S:1:pos:R:3:forces:R:3:nbo_charge:R:1
O 1.004 0.639 -3.763 0.2 -0.5 3.6 -0.54
O -2.049 -0.172 -1.292 0.1 -0.1 -0.1 -0.72
N 0.979 0.608 -1.337 2.4 1.4 0.3 -0.65
C 0.797 0.308 -2.601 -1.8 -0.9 -2.5 0.69
C 0.186 0.062 -0.261 -0.7 0.6 -0.4 0.02
C -0.835 -0.762 -1.029 0.5 -1.0 0.6 0.09
C -0.310 1.329 0.480 0.5 -2.9 3.2 -0.62
C 0.911 -0.898 0.653 0.7 2.6 1.9 -0.63
H 1.328 -1.654 0.037 0.0 -1.5 0.1 0.23
H -2.376 -0.447 -2.160 0.1 -0.1 0.3 0.50
H -0.793 0.962 1.476 -0.2 0.8 -2.0 0.21
H 1.767 -0.404 1.203 -0.5 -0.2 -0.9 0.21
H 0.539 1.857 0.946 -0.1 0.3 -1.0 0.21
H 1.640 1.300 -0.971 0.2 0.3 -0.9 0.38
H 0.215 -1.035 1.518 0.4 -1.2 -1.0 0.23
H -0.897 1.826 -0.234 -1.0 1.3 -0.2 0.24
H -0.782 -1.821 -0.594 -0.9 1.1 -1.2 0.15
```
Positions in Å, forces in eV/Å.

# 2
Here is a 11-piece molecular cluster, C44H82O14 overall at a distorted geometry from OMol25. Energies are from wB97M-V/def2-TZVPD.

Its spin multiplicity is 1. The calculation puts the energy above the lowest of the compared OMol25 structures with the same formula, charge and spin at 157.2 kJ/mol. As for the SMILES: O=C1CCCO1.O=C1CCCO1.O=C1CCCO1.C1CCOC1.C1CCOC1.C1CCOC1.C1CCOC1.C1CCOC1.C1CCOC1.C1CCOC1.C1CCOC1. For the calculated total energy, the calculation gives -75617.5854 eV. As for the LUMO energy: 0.412 eV. As for the net charge: 0. The HOMO energy is -9.363 eV.

```
140
Properties=species:S:1:pos:R:3:forces:R:3:mulliken_charge:R:1
O 3.816 -0.111 -4.079 0.5 0.1 0.1 -0.44
O -1.278 -3.225 2.319 -0.1 0.9 -1.1 0.10
O 3.561 6.351 -2.242 -0.4 -0.3 0.4 -0.47
O -5.322 1.782 1.248 -0.4 -0.6 0.9 -0.46
O -0.640 1.822 6.271 -0.4 0.5 -0.4 -0.41
O -1.629 0.822 -2.163 -0.8 -0.2 0.4 -0.62
O -5.762 -3.016 2.488 0.0 0.1 -0.4 -0.50
O 0.883 -4.987 -1.003 -0.1 -0.2 0.1 -0.32
O 2.749 3.290 1.601 -1.0 0.1 -0.1 0.10
O 0.251 1.270 -1.060 -1.3 -0.5 0.4 -0.25
O 0.075 3.889 6.664 0.3 0.5 0.1 -0.58
O 4.089 -0.135 -0.005 -0.4 0.4 0.3 -0.14
O -0.198 -1.978 3.826 0.3 0.4 -0.3 -0.57
O -3.601 -2.413 -5.222 1.0 -1.0 0.1 -0.43
C 3.444 5.316 2.488 -0.4 0.8 0.8 -0.32
C 4.037 -1.168 0.978 -0.1 -0.6 -0.7 0.11
C -0.773 -4.323 4.327 0.2 0.1 -1.3 -0.69
C 4.030 4.236 3.372 -0.2 -0.5 -0.5 -0.69
C -0.365 3.208 4.353 0.5 -0.9 0.6 0.30
C -4.159 -0.695 -3.754 0.1 -0.1 -0.2 -0.14
C -1.743 -4.552 2.094 1.9 -1.3 0.8 0.10
C 5.415 -0.079 -0.551 -1.2 -0.3 0.4 -0.57
C 0.515 -0.663 0.296 0.4 -0.1 -0.1 -0.06
C 5.014 -2.266 0.468 -0.8 0.3 -0.2 -0.47
C -4.047 -1.418 2.487 0.7 -0.7 -1.6 1.49
C 3.573 -0.722 -5.327 -0.6 -1.6 0.7 -0.57
C -1.309 1.112 5.212 0.0 0.4 0.1 -0.22
C 2.258 4.624 1.860 1.1 0.0 -0.1 -0.44
C -0.887 0.500 -1.281 2.5 1.1 -1.8 -0.12
C -0.272 3.078 5.867 -0.3 -0.5 0.2 0.23
C 2.570 0.238 -3.448 1.5 -0.6 -0.3 0.42
C -1.133 1.955 3.948 0.1 -0.2 -1.2 1.47
C -0.487 -5.018 -1.471 2.1 1.8 0.0 -0.24
C -1.053 -5.334 3.225 -1.7 -0.4 1.1 -0.84
C 2.725 5.174 -2.162 0.5 -1.1 -1.3 -0.55
C -6.226 -1.981 3.369 0.4 -0.7 -0.2 -0.58
C 3.587 4.164 -1.427 0.6 0.4 0.2 0.75
C -4.466 1.585 0.130 -1.2 1.1 -1.4 -0.05
C 1.685 -5.395 -2.113 0.3 0.3 0.0 -0.66
C 2.156 -1.390 -5.214 0.8 1.2 -1.1 -0.72
C -3.024 -1.249 -4.638 -1.2 0.7 0.4 0.24
C 0.877 0.826 0.165 -0.4 -0.2 -0.6 1.02
C -0.320 -4.375 -2.868 -1.6 -1.1 0.4 0.56
C 1.012 -4.838 -3.395 0.2 -0.9 0.3 -0.06
C -5.402 -1.069 -4.558 0.0 -0.2 0.6 -0.76
C 4.933 5.988 -1.943 -0.5 -0.5 -0.3 -0.46
C 3.818 2.988 2.474 0.9 0.4 0.9 -0.48
C -5.006 -2.447 -5.117 -0.7 1.2 -0.1 -0.45
C -4.081 3.744 1.049 0.1 -0.5 0.7 -0.69
C 4.956 4.460 -1.972 1.2 -0.3 -0.1 -0.88
C -3.461 2.729 0.100 0.2 -1.4 0.0 0.14
C 1.670 -0.928 -3.827 -1.0 -0.5 -1.3 0.84
C -4.764 -2.441 1.614 -0.4 -0.4 0.9 -0.45
C -4.870 2.847 2.045 1.2 0.8 0.6 -0.22
C -0.633 -3.037 3.493 -0.8 -0.8 1.0 0.43
C -5.215 -0.861 3.215 -0.7 1.6 1.9 -0.35
C -0.773 -0.766 -0.509 -1.3 0.1 1.0 2.69
C 5.802 -1.546 -0.618 2.2 0.7 0.6 -0.64
H -0.599 1.334 3.226 0.2 0.3 -0.1 -0.70
H 2.682 -4.969 -1.992 0.0 -0.1 0.2 0.30
H -5.614 -0.332 -5.333 0.0 -0.1 -0.1 0.32
H 2.565 4.836 -3.194 0.0 -0.1 -0.1 0.36
H -4.870 4.344 0.597 0.4 0.2 -0.4 0.32
H -0.755 4.185 4.084 -0.2 -0.1 -0.1 0.53
H 3.046 6.140 3.087 0.4 0.2 -0.1 0.38
H 2.814 0.221 -2.385 -0.4 0.5 0.0 -0.50
H -1.642 -4.197 4.972 0.1 0.1 0.2 0.29
H -0.839 -6.045 -1.379 -0.4 0.1 -0.4 0.32
H 0.613 -0.697 -3.975 0.0 0.2 0.7 -0.05
H -3.986 0.613 0.011 -0.2 -0.2 0.6 -0.06
H 5.138 6.391 -0.950 0.4 0.0 -0.1 0.24
H -5.619 3.439 2.582 -0.8 -0.3 -0.9 0.41
H 1.562 -0.991 -6.042 -0.3 0.2 0.3 0.29
H 1.451 4.683 2.595 -0.3 -0.5 -0.2 0.21
H -4.979 -0.509 4.227 0.3 0.1 -0.1 0.26
H -2.823 -4.657 2.069 -0.1 0.4 0.2 0.39
H -4.113 0.357 -3.480 0.3 0.0 -0.2 0.37
H -1.033 -4.279 -0.884 -0.3 -0.6 0.4 -0.02
H -0.126 -5.801 2.905 -0.2 -0.2 -0.1 0.37
H 5.066 4.451 3.622 0.0 -0.3 0.1 0.36
H -3.508 -0.757 1.801 -0.2 0.5 0.4 -0.65
H -1.811 -6.022 3.611 0.7 -0.6 -0.2 0.33
H -2.379 1.017 5.401 0.1 -0.1 0.5 0.15
H -5.157 1.728 -0.709 0.2 -0.4 -0.3 0.23
H 5.387 0.366 -1.545 -0.2 0.2 0.1 0.28
H 5.599 -2.627 1.310 0.2 -0.1 -0.2 0.38
H -1.674 -0.745 0.121 0.1 -0.4 0.2 -1.69
H 1.785 -1.808 -3.193 0.0 0.4 0.6 -0.36
H 3.723 4.569 -0.419 -0.6 -0.6 0.3 -0.47
H 5.701 3.935 -1.362 0.1 0.7 0.4 0.37
H 3.418 3.089 -1.421 -0.8 0.2 0.0 -0.02
H -6.244 -1.146 -3.869 -0.2 0.1 -0.3 0.35
H 1.781 -6.485 -2.115 -0.1 0.0 -0.1 0.28
H -3.261 -1.905 3.063 -0.3 0.0 0.4 -0.37
H -4.177 -1.253 -2.814 0.1 0.0 0.0 0.03
H -2.540 2.249 0.451 0.3 0.8 0.4 -0.34
H 1.273 -1.324 -0.125 0.1 0.2 -0.2 -0.03
H -5.690 -0.004 2.738 0.3 -0.1 -0.4 0.03
H 3.435 4.093 4.276 0.1 0.2 0.1 0.27
H 5.585 6.374 -2.724 0.0 0.5 0.2 0.34
H 0.660 3.114 3.989 0.0 0.3 0.0 -0.50
H -2.058 2.211 3.428 -0.2 -0.1 0.4 -0.62
H -3.267 2.958 -0.947 -0.1 0.6 0.1 0.45
H 5.992 0.558 0.128 0.5 -0.3 -0.1 0.34
H 4.194 5.684 1.787 -0.2 0.0 -0.2 0.11
H 0.390 1.379 0.971 0.5 0.2 0.1 -0.31
H -1.193 -4.784 -3.385 0.2 0.8 -0.8 0.49
H 6.869 -1.568 -0.365 0.0 -0.4 -0.4 0.34
H 1.596 -4.034 -3.834 0.0 0.0 0.0 -0.27
H 5.670 -1.936 -1.623 -0.2 -0.1 0.1 0.30
H -7.246 -1.668 3.132 0.1 -0.1 -0.2 0.29
H -4.332 2.499 2.945 0.7 -0.3 -0.6 -0.03
H -0.318 -3.291 -2.779 -0.4 0.0 0.0 -0.61
H 1.710 5.273 -1.778 0.3 0.9 0.5 0.36
H -6.227 -2.382 4.386 -0.1 -0.1 -0.1 0.28
H 1.930 1.053 0.030 0.1 0.0 0.5 -0.67
H 4.300 -0.893 2.005 0.4 0.6 -0.2 0.32
H 2.989 -1.453 1.050 0.0 -0.3 -0.2 -0.26
H -3.322 4.368 1.520 -0.2 0.2 0.0 0.33
H 4.543 -3.100 -0.052 -0.4 -0.1 0.6 0.04
H 3.618 2.129 3.120 -0.3 -0.2 -0.3 0.29
H -5.419 -2.600 -6.116 0.0 -0.2 0.0 0.30
H 0.439 -0.927 1.351 -0.3 -0.1 -0.1 0.28
H 4.313 -1.523 -5.361 0.3 0.3 -0.6 0.33
H 3.604 -0.062 -6.194 0.3 0.2 0.2 0.26
H -5.246 -1.936 0.771 0.0 -0.1 -0.2 0.31
H 2.180 -2.455 -5.441 0.1 -0.1 0.6 0.31
H 1.947 5.117 0.940 -0.1 -0.4 -0.2 0.20
H 0.864 -5.619 -4.141 0.2 0.0 0.0 0.36
H -4.128 -3.263 1.299 -0.1 0.0 -0.4 0.08
H -2.772 -0.567 -5.453 0.2 0.2 0.1 0.27
H -2.143 -1.444 -4.029 0.1 -0.4 -0.2 -0.37
H -1.291 -5.030 1.223 -0.4 0.9 -0.6 -0.15
H -5.400 -3.222 -4.453 0.5 -0.2 0.0 0.27
H 2.412 1.245 -3.845 -1.2 -0.1 0.4 0.11
H -0.829 0.139 5.167 -0.2 -0.1 -0.2 0.24
H 5.239 4.070 -2.956 -0.8 0.2 -0.3 0.34
H -0.897 -1.602 -1.193 0.2 -0.1 0.0 -0.36
H 0.110 -4.641 4.870 0.0 0.6 0.3 0.41
H 4.733 2.772 1.912 -0.2 0.0 -0.3 0.19
```
Positions in Å, forces in eV/Å.

# 3
Here is C21H29Cl2O4Tb as an isolated structure at a distorted geometry from OMol25. Energies are from wB97M-V/def2-TZVPD.

Its spin multiplicity is 7. For the calculated total energy, the calculation gives -77913.6168 eV. As for the LUMO energy (alpha / beta): -0.315 / 0.263 eV. As for the net charge: 0. The HOMO energy (alpha / beta) is -7.766 / -7.745 eV. As for the expectation value of S²: 12.07.

```
57
Properties=species:S:1:pos:R:3:forces:R:3:mulliken_charge:R:1
Tb 0.197 -0.519 1.716 -0.5 2.3 -0.7 0.99
Cl 1.073 -1.754 5.628 -0.2 0.0 0.4 -0.14
Cl -0.283 -4.170 4.589 -0.1 0.1 0.0 -0.16
O 1.002 -2.286 2.545 1.3 -1.3 0.9 -0.49
O -0.379 0.691 -0.461 1.4 0.5 -0.4 0.08
O 3.030 -3.079 3.251 -1.1 0.3 -0.4 -0.60
O -0.017 -1.264 -2.925 0.4 -1.3 -2.8 -0.39
C 0.828 2.111 2.265 0.3 0.0 -0.2 -0.25
C 0.392 -1.056 -5.331 -0.4 -0.1 0.2 -0.70
C -1.358 3.047 -0.321 -0.3 -0.1 0.3 -1.84
C -2.322 1.155 -1.784 -0.7 0.2 -0.3 -1.37
C -0.198 -0.361 -4.113 0.6 -0.4 0.3 -0.10
C -1.112 1.782 -1.136 0.0 0.3 0.5 1.54
C 1.833 -2.870 3.383 0.6 0.0 -0.5 0.24
C 1.134 -2.193 -3.217 -0.9 1.0 -0.2 -0.33
C 0.034 2.052 -2.109 -0.4 0.3 0.5 -1.08
C 2.655 0.802 1.777 -0.2 0.2 0.6 -1.29
C 1.796 1.821 1.276 0.1 0.0 0.6 -0.35
C 2.232 0.499 3.108 0.1 0.5 -0.3 -0.36
C 0.691 0.836 -1.493 0.1 -1.3 -0.3 0.76
C -1.912 0.914 2.760 -1.0 -0.4 0.2 -1.40
C -1.705 -0.339 3.416 -0.5 -0.1 -0.7 -0.43
C 1.238 -3.283 4.738 0.0 0.0 -0.2 0.04
C -2.047 -1.377 2.487 -0.9 0.3 0.1 -0.86
C 1.330 -2.124 -4.751 0.0 -0.4 -0.1 -0.57
C 1.055 1.257 3.383 1.0 0.1 0.0 -0.98
C -2.480 0.655 1.495 -0.1 -0.8 0.6 -0.23
C -2.512 -0.756 1.287 0.0 0.4 0.9 -0.77
H -0.409 3.534 -0.034 -0.4 -0.4 -0.1 0.36
H -3.029 1.372 0.892 0.6 -0.2 0.0 1.29
H 2.038 -1.822 -2.680 -0.7 -0.2 -0.2 0.17
H 2.358 -1.884 -5.008 0.1 -0.1 0.1 0.31
H 0.481 1.215 4.307 0.3 0.2 -0.2 0.60
H 0.606 -0.074 -2.110 0.5 1.1 0.8 -1.04
H 3.538 0.404 1.280 -0.2 0.1 0.2 0.45
H 0.547 2.972 -1.880 0.1 0.4 0.0 0.48
H 0.406 0.573 -4.052 -0.6 -0.7 0.8 0.11
H -2.067 -2.447 2.703 0.2 0.4 -0.1 0.41
H -0.369 2.102 -3.116 0.6 -0.3 -0.2 0.36
H -1.511 -0.487 4.469 0.4 0.0 -0.1 0.53
H 0.945 -0.327 -5.918 0.1 0.0 -0.1 0.27
H -1.270 -0.111 -4.202 0.6 -0.2 0.2 0.37
H -3.109 0.969 -1.046 0.2 -0.1 -0.3 0.29
H 0.129 2.949 2.226 0.0 -0.6 -0.1 0.48
H 1.943 2.365 0.341 -0.2 -0.3 0.3 0.77
H 0.876 -3.220 -2.867 0.0 1.0 -0.1 0.34
H -2.964 -1.244 0.432 0.2 -0.1 0.1 0.53
H 1.094 -3.084 -5.200 0.1 -0.2 0.0 0.27
H -2.086 0.207 -2.296 0.1 0.4 0.4 0.13
H -0.394 -1.433 -5.989 0.2 -0.4 0.2 0.31
H 2.805 -0.068 3.836 -0.4 -0.3 -0.3 0.63
H -1.882 3.732 -1.001 0.0 0.0 0.2 0.49
H 1.701 0.887 -1.071 -0.4 0.5 0.1 0.51
H -1.976 2.890 0.573 0.3 0.2 -0.4 0.29
H 1.926 -3.922 5.289 0.0 0.2 -0.2 0.39
H -2.723 1.848 -2.536 0.0 -0.1 0.1 0.45
H -1.797 1.912 3.197 0.0 -0.6 -0.1 0.50
```
Positions in Å, forces in eV/Å.

# 4
Here is one molecule with the formula C11H12Cl4N2O2 at a distorted geometry from OMol25. Energies are from wB97M-V/def2-TZVPD.

Its spin multiplicity is 1. The calculation puts the energy above the lowest of the compared OMol25 structures with the same formula, charge and spin at 125.5 kJ/mol. As for the SMILES: NC[C@@H]1CCC[N@H+]1[C@@]1(Cl)C(Cl)=C([O-])C(=O)C(Cl)=C1Cl. For the calculated total energy, the calculation gives -68763.7214 eV. As for the LUMO energy: -1.043 eV. As for the net charge: 0. The HOMO energy is -7.296 eV.

```
31
Properties=species:S:1:pos:R:3:forces:R:3:nbo_charge:R:1
Cl -3.039 -0.224 1.470 -0.9 0.4 -0.4 -0.01
Cl 3.176 -0.274 2.151 0.0 0.2 0.0 0.08
Cl -1.309 2.314 2.513 0.8 0.0 -0.2 -0.13
Cl 1.746 2.367 1.366 0.8 0.2 0.0 0.04
O -1.382 -2.550 2.118 0.2 0.6 0.0 -0.59
O 1.341 -2.494 2.619 -0.6 2.1 -0.9 -0.45
N -1.063 1.667 -0.071 1.0 1.9 -1.6 -0.46
N -2.790 3.982 0.332 -0.2 0.2 0.6 -0.85
C -0.590 3.156 -0.553 0.1 -0.2 0.3 -0.04
C 0.788 -1.495 2.169 -1.1 -2.3 0.6 0.44
C -0.009 2.996 -1.957 0.0 0.2 -0.6 -0.43
C -0.776 -1.504 1.929 0.6 1.2 -0.4 0.36
C -0.861 0.786 -1.294 -0.5 -0.1 -0.3 -0.23
C -1.336 -0.237 1.505 1.9 0.0 -0.3 -0.35
C -1.723 4.175 -0.620 -0.7 0.3 -0.5 -0.23
C 1.485 -0.226 1.887 0.0 1.1 -0.4 -0.15
C 0.096 1.508 -2.263 0.2 -0.6 0.0 -0.42
C 0.854 0.910 1.488 0.5 -0.4 0.0 0.02
C -0.613 1.081 1.229 -1.5 -3.3 2.3 0.10
H -0.694 3.448 -2.695 0.3 0.0 0.4 0.22
H 0.168 3.499 0.147 -0.4 -0.4 0.0 0.25
H -0.221 1.269 -3.294 0.3 0.2 0.4 0.24
H -0.504 -0.202 -0.995 -0.1 0.2 0.2 0.26
H -2.418 3.957 1.280 -0.3 0.1 -0.2 0.38
H 1.144 1.181 -2.155 -0.5 -0.1 0.1 0.23
H -2.218 4.096 -1.607 0.4 0.2 0.3 0.19
H -1.878 0.646 -1.724 0.7 0.1 0.2 0.23
H 0.956 3.522 -2.066 -0.4 -0.3 0.2 0.24
H -2.053 1.817 0.079 -0.8 -0.2 0.2 0.49
H -3.420 4.783 0.254 0.0 -0.5 0.2 0.37
H -1.278 5.196 -0.538 0.1 -0.7 -0.3 0.20
```
Positions in Å, forces in eV/Å.